Record 1
A molecular structure, C26H34CuF2N6O3S2Sb at a distorted geometry, computed with the ωB97M-V functional and the def2-TZVPD basis.

Results
spin multiplicity = 2
HOMO energy (spin up / spin down) = -0.17637 / -0.19270 hartree
DFT total energy = -120881.5929 eV
E_LUMO (spin up / spin down) = 2.654 / 2.654 eV
strongest force on any atom = 0.0198 hartree/bohr
HOMO-LUMO gap (spin up / spin down) = 7.45 / 7.90 eV
M = 766.03 g mol⁻¹
charge = -1

Each line ends with the natural charge from an NBO analysis.
Element x y z (Å)
Cu (0.080, -0.618, 2.152)  1.12
C (-5.522, -1.973, 1.953)  -0.62
C (-4.459, -1.994, 0.860)  -0.22
N (-3.929, -0.668, 0.573)  -0.41
C (-4.677, 0.141, -0.383)  -0.21
C (-4.127, 0.045, -1.802)  -0.62
C (-2.780, -0.209, 1.117)  0.39
S (-2.108, -1.093, 2.429)  -0.32
N (-2.380, 0.975, 0.633)  -0.69
C (-1.166, 1.502, 0.580)  0.65
O (-0.052, 0.970, 0.807)  -0.77
C (-1.153, 2.915, 0.058)  -0.03
C (-2.142, 3.822, 0.426)  -0.20
C (-2.096, 5.130, -0.037)  -0.23
C (-1.065, 5.537, -0.876)  -0.22
C (-0.088, 4.627, -1.259)  -0.21
C (-0.134, 3.319, -0.796)  -0.21
H (-5.860, -2.989, 2.170)  0.21
H (-6.392, -1.380, 1.656)  0.19
H (-5.101, -1.546, 2.866)  0.22
H (-4.876, -2.389, -0.069)  0.19
H (-3.629, -2.630, 1.152)  0.26
H (-4.643, 1.177, -0.053)  0.22
H (-5.714, -0.199, -0.355)  0.18
H (-3.147, 0.519, -1.845)  0.23
H (-4.794, 0.552, -2.504)  0.20
H (-4.023, -0.999, -2.108)  0.21
H (-2.930, 3.494, 1.091)  0.22
H (-2.867, 5.836, 0.252)  0.20
H (-1.025, 6.559, -1.233)  0.20
H (0.718, 4.943, -1.913)  0.20
H (0.619, 2.599, -1.091)  0.23
N (1.709, -3.551, -5.735)  -0.81
C (1.337, -3.432, -4.391)  0.17
C (1.558, -4.487, -3.501)  -0.30
C (1.149, -4.391, -2.184)  -0.07
C (0.514, -3.242, -1.744)  -0.37
C (0.260, -2.201, -2.620)  -0.16
C (0.675, -2.293, -3.939)  -0.27
S (-0.119, -3.140, -0.090)  2.34
O (-1.470, -2.664, -0.260)  -0.98
O (0.076, -4.429, 0.527)  -0.97
N (0.696, -1.973, 0.699)  -1.01
C (2.053, -2.054, 0.761)  0.56
N (2.789, -2.877, -0.017)  -0.52
C (4.095, -2.881, 0.183)  0.10
C (4.727, -2.084, 1.129)  -0.39
C (3.888, -1.257, 1.857)  0.10
N (2.579, -1.234, 1.684)  -0.53
H (2.428, -4.230, -5.918)  0.37
H (1.860, -2.680, -6.216)  0.37
H (2.060, -5.383, -3.853)  0.20
H (1.323, -5.192, -1.477)  0.23
H (-0.269, -1.323, -2.266)  0.24
H (0.481, -1.479, -4.630)  0.20
H (4.667, -3.556, -0.449)  0.18
H (5.796, -2.098, 1.279)  0.21
H (4.276, -0.575, 2.611)  0.20
F (0.022, 1.436, 4.108)  -0.40
C (0.233, 0.061, 4.056)  0.21
F (1.489, -0.138, 4.612)  -0.39
H (-0.481, -0.368, 4.761)  0.10
C (4.595, 2.881, 2.179)  -1.02
Sb (2.582, 2.021, 1.994)  1.11
C (1.811, 4.043, 1.819)  -1.01
C (2.989, 1.685, -0.105)  -1.02
H (4.714, 3.683, 1.445)  0.21
H (5.365, 2.123, 2.005)  0.21
H (4.738, 3.292, 3.183)  0.21
H (2.141, 4.506, 0.887)  0.21
H (2.211, 4.608, 2.666)  0.21
H (0.722, 4.062, 1.871)  0.23
H (3.023, 2.627, -0.658)  0.21
H (2.218, 1.035, -0.525)  0.23
H (3.953, 1.177, -0.190)  0.21

Forces on atoms 1 to 6 (eV/Å):
0.61 0.01 0.70
0.02 0.02 0.01
-0.09 0.08 0.11
0.11 0.04 0.04
0.18 0.00 -0.16
-0.04 -0.05 0.04



Record 2
A molecular structure, C24H23F5N2O2S5V at a distorted geometry, computed with the ωB97M-V functional and the def2-TZVPD basis.

Results
spin multiplicity = 2
HOMO energy (spin up / spin down) = -0.26065 / -0.23882 hartree
DFT total energy = -125787.0427 eV
E_LUMO (spin up / spin down) = 0.122 / 0.107 eV
strongest force on any atom = 0.0260 hartree/bohr
HOMO-LUMO gap (spin up / spin down) = 7.21 / 6.61 eV
M = 677.73 g mol⁻¹
charge = 0

Each line ends with the natural charge from an NBO analysis.
Element x y z (Å)
V (-0.201, -0.657, 0.430)  0.75
C (-1.820, 3.297, 1.632)  -0.55
C (-2.261, 2.771, 0.280)  -0.53
S (-1.287, 1.448, -0.520)  0.33
C (-2.686, 0.514, -1.186)  -0.54
C (-3.504, -0.181, -0.097)  -0.56
S (-2.448, -0.975, 1.166)  0.30
C (-3.088, -0.300, 2.728)  -0.53
C (-3.234, 1.205, 2.909)  -0.56
S (-1.661, 2.100, 2.968)  0.26
H (-0.832, 3.755, 1.567)  0.24
H (-2.518, 4.086, 1.922)  0.22
H (-3.292, 2.429, 0.336)  0.21
H (-2.243, 3.595, -0.436)  0.23
H (-3.329, 1.161, -1.786)  0.23
H (-2.222, -0.207, -1.856)  0.25
H (-4.153, 0.521, 0.424)  0.22
H (-4.151, -0.935, -0.546)  0.23
H (-4.056, -0.780, 2.886)  0.22
H (-2.390, -0.706, 3.462)  0.26
H (-3.881, 1.649, 2.154)  0.21
H (-3.742, 1.353, 3.864)  0.24
C (-2.997, -6.880, -3.495)  -0.63
C (-2.084, -5.863, -2.865)  0.01
C (-0.704, -5.986, -2.974)  -0.21
C (0.147, -5.069, -2.373)  -0.19
C (-0.396, -4.016, -1.657)  -0.29
C (-1.774, -3.871, -1.532)  -0.19
C (-2.607, -4.793, -2.136)  -0.21
S (0.665, -2.832, -0.910)  2.29
O (2.015, -3.240, -1.165)  -0.92
O (0.251, -2.728, 0.511)  -0.96
N (0.233, -1.384, -1.434)  -1.02
C (0.476, -1.031, -2.787)  0.37
C (1.182, -1.818, -3.707)  -0.29
C (1.324, -1.350, -4.996)  -0.15
C (0.775, -0.124, -5.351)  -0.29
C (0.099, 0.576, -4.371)  0.06
N (-0.055, 0.135, -3.122)  -0.46
H (-2.541, -7.328, -4.378)  0.22
H (-3.947, -6.433, -3.787)  0.22
H (-3.215, -7.688, -2.793)  0.23
H (-0.286, -6.811, -3.538)  0.22
H (1.221, -5.165, -2.451)  0.25
H (-2.184, -3.049, -0.958)  0.23
H (-3.681, -4.687, -2.042)  0.21
H (1.642, -2.752, -3.420)  0.24
H (1.871, -1.940, -5.720)  0.22
H (0.873, 0.276, -6.351)  0.22
H (-0.348, 1.540, -4.587)  0.19
F (5.287, -3.683, 2.713)  -0.29
C (4.219, -2.882, 2.690)  0.26
C (3.955, -2.103, 1.578)  0.28
F (4.767, -2.150, 0.522)  -0.29
C (2.844, -1.287, 1.588)  0.31
F (2.596, -0.562, 0.474)  -0.30
C (1.962, -1.196, 2.655)  -0.27
S (0.542, -0.119, 2.583)  -0.23
C (2.263, -1.991, 3.749)  0.31
F (1.472, -1.984, 4.830)  -0.30
C (3.368, -2.824, 3.777)  0.30
F (3.622, -3.578, 4.852)  -0.30

Forces on atoms 1 to 6 (eV/Å):
0.00 0.31 1.21
0.03 0.03 -0.05
0.02 0.07 -0.02
-0.04 -0.01 -0.29
-0.01 -0.08 0.06
-0.04 0.03 0.07



Record 3
7 unconnected molecules or ions with the total composition C10H32NO9 at a distorted geometry, computed with the ωB97M-V functional and the def2-TZVPD basis.

Results
spin multiplicity = 1
HOMO energy = -0.16811 hartree
DFT total energy = -30802.6055 eV
E_LUMO = 2.765 eV
strongest force on any atom = 0.0671 hartree/bohr
HOMO-LUMO gap = 7.34 eV
M = 310.36 g mol⁻¹
charge = -1

Each line ends with the natural charge from an NBO analysis.
Element x y z (Å)
N (-0.565, -0.961, 1.020)  0.72
O (-0.347, -0.983, -0.191)  -0.58
O (0.188, -0.348, 1.734)  -0.55
O (-1.483, -1.669, 1.451)  -0.58
C (2.269, -4.821, 3.523)  -0.23
O (2.678, -3.613, 3.947)  -0.73
H (2.356, -5.434, 4.420)  0.15
H (1.281, -4.947, 3.080)  0.17
H (3.046, -5.209, 2.864)  0.15
H (2.193, -2.874, 3.572)  0.49
C (0.451, 4.371, -5.403)  -0.62
C (0.330, 3.633, -4.101)  0.08
C (-0.576, 4.356, -3.052)  -0.64
O (-0.240, 2.445, -4.568)  -0.71
H (-0.558, 4.721, -5.624)  0.20
H (0.669, 3.717, -6.247)  0.22
H (1.245, 5.118, -5.385)  0.20
H (1.369, 3.451, -3.828)  0.16
H (-0.106, 5.106, -2.416)  0.21
H (-1.043, 3.579, -2.446)  0.22
H (-1.396, 4.879, -3.544)  0.20
H (-0.007, 1.874, -3.833)  0.47
C (2.021, -5.790, -2.066)  -0.63
C (2.828, -4.763, -2.909)  0.09
C (2.054, -4.297, -4.099)  -0.65
O (3.068, -3.659, -2.081)  -0.72
H (2.584, -6.199, -1.227)  0.21
H (1.965, -6.664, -2.715)  0.19
H (1.008, -5.479, -1.813)  0.22
H (3.821, -5.086, -3.221)  0.17
H (1.358, -3.467, -3.980)  0.22
H (1.446, -5.023, -4.639)  0.21
H (2.746, -3.965, -4.873)  0.21
H (2.284, -3.105, -2.088)  0.47
C (-3.566, 4.730, 5.494)  -0.62
C (-3.057, 3.612, 4.581)  0.09
C (-3.259, 3.983, 3.106)  -0.66
O (-1.670, 3.420, 4.840)  -0.71
H (-4.642, 4.859, 5.377)  0.20
H (-3.016, 5.669, 5.439)  0.21
H (-3.406, 4.431, 6.530)  0.21
H (-3.679, 2.774, 4.898)  0.16
H (-3.177, 3.092, 2.485)  0.22
H (-2.680, 4.777, 2.633)  0.22
H (-4.247, 4.330, 2.804)  0.21
H (-1.503, 2.757, 4.166)  0.47
O (3.902, 2.600, 1.850)  -0.94
H (4.004, 2.960, 2.731)  0.46
H (3.437, 1.774, 1.981)  0.48
O (-4.214, -4.902, 0.228)  -0.94
H (-3.508, -4.410, 0.647)  0.49
H (-4.657, -5.349, 0.949)  0.46

Forces on atoms 1 to 6 (eV/Å):
-0.27 -1.84 -1.58
0.12 0.33 -2.01
1.30 1.69 2.45
-1.08 -0.26 1.16
0.52 -2.58 -0.03
0.31 3.33 0.86